Entry 1:
73
Properties=species:S:1:pos:R:3:lowdin_charge:R:1 method="wB97M-V/def2-TZVPD" energy_ev=-98725.9763 total_charge=0 relative_energy_kj_mol=347.2 spin_multiplicity=1 lumo_energy_ev=-0.38 homo_energy_ha=-0.2603 orbital_gap_ev=6.702
Mg 0.36991 -1.39599 0.28074 0.3257
C -0.19320 -0.02116 -1.25024 -0.9093
O 0.33407 -1.02217 -1.70765 -0.0638
O 0.56573 0.43502 -0.32707 -0.1361
O -1.11957 -0.44307 -0.61535 -0.0726
C 2.44411 1.02394 -3.00645 -0.0711
C 3.77352 1.45785 -3.47463 -0.2817
N 4.80097 1.85097 -3.79842 0.1185
H 1.74889 0.97792 -3.84469 0.0894
H 1.98976 1.62154 -2.21617 0.0446
H 2.55200 0.00305 -2.64007 0.0629
C -3.18479 1.27087 -2.76501 -0.0835
C -3.48305 1.91195 -4.00220 -0.2969
N -3.78216 2.45696 -4.97354 0.1311
H -2.11523 1.41279 -2.61007 0.0660
H -3.55274 0.24572 -2.80703 0.0915
H -3.71959 1.74241 -1.94055 0.0802
C 3.14894 2.87991 -0.29407 -0.0766
C 3.71520 3.66275 0.86149 -0.2607
N 4.15934 4.25798 1.75971 0.1116
H 3.84235 2.04418 -0.38821 0.0831
H 3.18172 3.44842 -1.22348 0.0804
H 2.09859 2.62116 -0.16032 0.0409
C -1.43564 3.54486 -0.84283 -0.2505
S -1.09749 5.16039 -0.04126 0.8339
O -2.41918 5.70279 0.48105 -0.5593
C -0.19931 4.53667 1.39836 -0.2613
H -2.11964 3.01871 -0.17695 0.0396
H -0.57942 2.88917 -1.00109 0.0386
H -1.97475 3.75654 -1.76622 0.0423
H 0.71412 4.01380 1.11491 0.0209
H -0.83891 3.85132 1.95452 0.0469
H 0.10472 5.37719 2.02220 0.0568
C -2.62753 0.99377 2.19159 -0.2696
S -3.69682 -0.48073 2.25618 0.8430
O -4.89760 -0.03338 3.04644 -0.5823
C -4.32567 -0.46237 0.43030 -0.2118
H -3.23168 1.79786 1.77145 0.0536
H -1.80857 0.81448 1.49499 0.0174
H -2.12470 1.22173 3.13143 0.0459
H -4.57332 0.51601 0.01854 0.0409
H -5.17127 -1.14079 0.31706 0.0426
H -3.57905 -0.92859 -0.21259 0.0020
C 2.50050 -3.93399 -1.32908 -0.1987
S 3.21084 -2.43968 -0.46849 0.9918
O 2.08317 -2.01102 0.46724 -0.5562
C 4.37580 -3.39959 0.57303 -0.2294
H 2.26586 -4.66246 -0.55296 0.0525
H 3.25992 -4.34362 -1.99509 0.0597
H 1.58848 -3.75432 -1.89833 0.0444
H 5.25020 -3.76163 0.03225 0.0619
H 3.85503 -4.25336 1.00659 0.0582
H 4.75345 -2.75586 1.36744 0.0537
C 1.24705 1.06903 2.77126 -0.2188
S 0.46106 -0.47622 3.41255 0.9666
O 0.01021 -1.14999 2.13937 -0.5556
C 2.05723 -1.29759 3.94682 -0.1960
H 0.59582 1.68778 2.15388 0.0348
H 2.03034 0.82634 2.05317 0.0586
H 1.64116 1.66638 3.59343 0.0622
H 1.81643 -2.21564 4.48281 0.0533
H 2.60722 -0.50925 4.46077 0.0548
H 2.59791 -1.63119 3.06111 0.0362
C -1.57502 -3.94460 -1.90992 -0.2139
S -1.07881 -4.34887 -0.19853 0.9584
O -0.15655 -3.22041 0.28110 -0.5481
C -2.72480 -4.10360 0.54130 -0.2240
H -0.76172 -4.15279 -2.60511 0.0546
H -1.92995 -2.91434 -1.88390 0.0561
H -2.47666 -4.49478 -2.17910 0.0575
H -3.53139 -4.75067 0.19660 0.0682
H -3.01477 -3.06026 0.41691 0.0341
H -2.65108 -4.25620 1.61805 0.0596


Entry 2:
62
Properties=species:S:1:pos:R:3:lowdin_charge:R:1 method="wB97M-V/def2-TZVPD" energy_ev=-119307.0811 total_charge=+4 relative_energy_kj_mol=311.7 spin_multiplicity=1 lumo_energy_ev="-13.47 / -13.86" homo_energy_ha="-0.7326 / -0.7357" orbital_gap_ev="6.469 / 6.159"
Sn 0.00000 0.00000 0.00000 0.6089
P -1.76680 -0.40345 1.39650 0.7577
P -0.76392 1.61605 -1.45576 0.7744
P 0.93447 1.63499 1.34745 0.7386
H 2.32399 -1.22775 -1.11661 0.0877
C 2.06503 -0.66975 -0.21461 -0.2287
C 1.41612 -1.38013 0.87817 -0.2333
H 1.19692 -2.43734 0.75734 0.1005
C -2.85970 -1.88684 1.17693 -0.1851
C -3.12505 0.82713 1.70591 -0.1801
C -1.28235 -0.74782 3.15387 -0.1791
C 0.38298 2.30174 -2.75284 -0.2004
C -2.21929 1.27919 -2.56414 -0.1894
C -1.41250 3.24392 -0.82982 -0.1862
C 2.12563 1.11874 2.66689 -0.1846
C -0.08233 2.78404 2.38658 -0.1897
C 2.02449 2.87087 0.50507 -0.1904
H 2.85299 0.04715 0.02398 0.0593
H 1.72418 -1.16513 1.89757 0.0646
H -2.24236 -2.78194 1.05589 0.0678
H -3.47784 -1.76514 0.28431 0.0704
H -3.51685 -2.02182 2.04440 0.0953
H -3.66498 0.99912 0.76922 0.0597
H -2.69851 1.77958 2.02985 0.0408
H -3.83432 0.47691 2.46672 0.0962
H -0.60292 -1.60472 3.16041 0.0699
H -2.15204 -0.96468 3.78616 0.0962
H -0.74464 0.10660 3.57270 0.0371
H -0.10540 3.05849 -3.37973 0.0949
H 0.74376 1.48731 -3.38526 0.0532
H 1.25356 2.74609 -2.26427 0.0251
H -2.46507 2.16380 -3.16309 0.0907
H -3.08436 1.01434 -1.94839 0.0618
H -2.01515 0.44844 -3.24283 0.0712
H -1.77137 3.86133 -1.66134 0.0949
H -0.63517 3.79956 -0.30079 0.0401
H -2.23946 3.06304 -0.13750 0.0557
H 2.51614 2.00765 3.17366 0.0910
H 2.95893 0.56229 2.23108 0.0652
H 1.62632 0.47859 3.39850 0.0640
H 0.55518 3.53834 2.86137 0.0918
H -0.59026 2.21406 3.16898 0.0503
H -0.84028 3.28540 1.78372 0.0337
H 2.53316 3.51356 1.23265 0.0921
H 1.44002 3.49880 -0.17046 0.0347
H 2.76715 2.33104 -0.08811 0.0493
C 5.60326 0.85626 -3.30051 -0.5183
C 5.46633 -0.21900 -2.41648 -0.0910
C 6.58467 -0.97484 -2.06663 -0.0033
C 7.84062 -0.66814 -2.59094 0.0475
C 7.97220 0.40553 -3.47241 0.0188
C 6.86115 1.16782 -3.82908 -0.0542
Se 4.11227 1.94590 -3.83196 1.1416
H 3.12962 1.20471 -3.02389 -0.1512
H 4.49415 -0.46805 -2.00142 0.0764
H 6.46868 -1.80820 -1.37929 0.1326
H 8.70827 -1.25986 -2.31529 0.1489
H 8.94458 0.65506 -3.88785 0.1453
H 6.97563 2.00157 -4.51636 0.1312
O -0.67620 -1.43332 -1.20936 -0.1046
H -1.62994 -1.23309 -1.37928 0.1111
H -0.68538 -2.27002 -0.68245 0.1311


Entry 3:
39
Properties=species:S:1:pos:R:3:lowdin_spin:R:1 method="wB97M-V/def2-TZVPD" energy_ev=-209577.6387 total_charge=-2 relative_energy_kj_mol=0.0 spin_multiplicity=7 lumo_energy_ev="2.95 / 2.95" homo_energy_ha="-0.1065 / -0.1067" orbital_gap_ev="5.844 / 5.856"
Eu 0.07802 0.65691 -0.76795 6.0725
Cl 1.55800 4.24287 -1.57862 0.0004
C -0.15823 4.09145 -1.86949 -0.0006
C -0.73466 2.83463 -1.81374 -0.0121
C -2.10116 2.80624 -2.01647 -0.0004
Cl -2.86620 1.23385 -1.95137 -0.0009
C -2.89330 3.92649 -2.23460 -0.0003
Cl -4.60840 3.80241 -2.43293 -0.0003
C -2.26677 5.16725 -2.30265 0.0004
Cl -3.19860 6.59470 -2.61049 0.0001
C -0.88728 5.25430 -2.12356 -0.0004
Cl -0.11518 6.80558 -2.20623 -0.0003
S 3.02526 0.87730 -0.81618 -0.0106
C 2.94496 -0.52311 -1.79759 -0.0003
S 1.48859 -0.82139 -2.69589 -0.0154
C 3.98899 -1.44504 -1.84094 -0.0017
C 3.95019 -2.61548 -2.65619 -0.0007
N 3.98071 -3.56803 -3.30734 -0.0008
C 5.19175 -1.25665 -1.09604 -0.0005
N 6.18425 -1.14581 -0.51722 -0.0007
O -2.41716 -3.12654 -1.00439 0.0001
C -1.61023 -2.29993 -0.61038 0.0000
O -1.24546 -1.21068 -1.17938 -0.0095
C -0.98361 -2.45576 0.76474 0.0004
C 0.24551 -1.86469 0.99955 -0.0003
C 0.60988 -1.59182 2.30139 0.0004
C -0.09349 -2.04665 3.39400 -0.0001
C -1.23684 -2.77254 3.11040 0.0002
C -1.72094 -2.95613 1.82964 0.0000
N -2.02728 -3.28689 4.25583 0.0000
O -3.08716 -3.82601 4.01544 0.0000
O -1.58116 -3.10782 5.37241 0.0001
N 1.61898 -0.54443 2.52231 0.0000
O 1.64294 0.33326 1.68098 -0.0009
O 2.30717 -0.59059 3.52010 0.0001
H 0.89175 -1.62177 0.15540 -0.0002
H 0.20167 -1.80703 4.40239 0.0000
H -2.67177 -3.43549 1.65106 0.0000
Br -1.40375 1.29306 1.45403 -0.0179